1.
38
Properties=species:S:1:pos:R:3:forces:R:3:mulliken_charge:R:1 method="wB97M-V/def2-TZVPD" largest_force_ha_per_bohr=0.2181 spin_multiplicity=1 de_lowest_kcal_mol=120.6
C 0.289 1.689 2.094 -2.7377 -2.1174 0.5152 -1.234
N -0.176 1.280 0.756 -0.9467 -1.0617 0.8913 0.093
C -1.330 0.487 0.602 1.1843 2.3129 1.8314 0.538
N -1.707 0.240 -0.689 0.7800 0.4077 -1.2933 -0.457
O -1.947 0.216 1.642 0.0470 -1.4127 -1.6505 -0.719
H -0.395 2.425 2.594 0.2478 -0.9001 -0.4487 0.444
H 1.257 2.161 2.089 0.6166 -0.7552 -0.2682 0.464
H 0.108 0.648 2.597 1.2929 2.2458 0.0477 0.205
H 0.088 1.844 0.018 0.7009 1.2398 -1.9543 0.176
H -1.110 0.661 -1.426 -0.3938 -0.3357 0.9178 0.202
H -1.990 -0.681 -0.985 -0.3554 -0.1677 0.5504 0.277
H 1.191 2.922 -1.871 -0.8296 2.2228 1.9281 0.417
H 0.519 4.211 -1.985 -2.5123 3.0563 -3.5725 0.231
O 0.912 3.780 -1.318 3.1832 -4.7708 2.1464 -0.630
H 2.525 -4.278 -0.400 0.3692 0.7283 0.3035 0.318
H 1.772 -4.129 -1.739 1.9013 3.3757 2.4225 0.383
O 2.317 -3.493 -0.941 -2.4009 -3.8223 -2.7729 -0.702
H -2.552 1.167 3.248 1.4364 0.2562 1.8984 0.380
H -1.217 0.829 4.002 -1.0980 0.5115 0.0118 0.297
O -2.034 1.364 4.102 -0.5908 -0.6506 -1.3313 -0.655
H 1.241 0.864 -2.710 -0.0079 -0.1364 1.0962 0.368
H 0.639 1.745 -3.682 -0.5717 0.5892 -0.0022 0.320
O 0.617 1.619 -2.723 0.5259 -1.1006 -1.3374 -0.666
H 0.249 -2.951 -2.983 0.2211 -3.6416 0.2319 0.351
H -0.212 -4.474 -2.421 0.8133 1.7035 -1.1741 0.372
O 0.426 -3.989 -3.038 -1.0094 1.7704 0.9899 -0.711
H 0.055 4.387 1.115 1.1668 0.0848 1.4548 0.334
H 0.670 4.007 2.457 -0.2228 -7.2061 6.6699 0.281
O 0.656 4.610 1.879 -0.8285 7.6172 -8.1917 -0.584
H -2.289 -1.858 1.240 0.2114 -1.8583 1.4664 0.306
H -1.519 -2.574 2.335 2.3110 0.7225 2.3315 0.296
O -2.171 -2.747 1.727 -2.8369 1.1056 -3.1854 -0.661
H -0.048 -3.417 -0.319 1.0884 -0.0744 0.4271 0.322
H -1.449 -3.740 0.008 -4.4677 -3.7224 5.4764 0.266
O -0.957 -3.305 -0.542 3.7013 3.9137 -6.2934 -0.549
H 2.067 -0.784 -0.995 0.0041 -0.8111 1.1800 0.262
H 3.204 -0.377 -1.943 2.6177 -0.3528 -0.0574 0.250
O 2.300 -0.359 -1.797 -2.6107 1.0336 -1.2553 -0.582


2.
40
Properties=species:S:1:pos:R:3:forces:R:3:mulliken_charge:R:1 method="wB97M-V/def2-TZVPD" largest_force_ha_per_bohr=0.1262 spin_multiplicity=1 de_lowest_kcal_mol=23.4
C 6.395 7.827 8.611 2.0759 -1.0656 -3.5087 0.522
O 6.667 7.436 7.481 -1.1873 -0.7783 -0.3008 -0.666
N 5.366 7.422 9.327 -1.7323 -0.2859 1.9092 -0.442
N 7.268 8.663 9.141 0.8451 2.2931 3.0881 -0.212
H 4.818 6.615 9.066 0.2242 0.3321 -0.1980 0.247
H 5.292 7.773 10.271 -0.3126 -0.3064 -0.1897 0.167
H 7.138 8.928 10.107 0.2448 0.1848 -0.1062 0.187
H 8.192 8.815 8.763 -0.5299 -0.3957 -0.4070 0.069
C 12.630 7.219 5.399 -0.9578 0.5192 -1.6100 0.618
O 11.692 7.850 4.995 -1.7323 1.3431 -2.0702 -0.631
N 13.571 6.647 4.673 1.1711 -0.3238 -2.8025 -0.448
N 12.728 6.977 6.641 1.1657 -0.8337 6.3280 -0.308
H 14.455 6.329 5.044 -0.3722 0.0434 -0.4100 0.182
H 13.405 6.881 3.704 0.9367 -0.3262 -0.1150 0.261
H 11.990 7.356 7.217 0.1549 -0.1200 0.1614 0.166
H 13.671 6.892 6.991 -0.4371 -0.2363 0.5586 0.188
O 7.852 7.908 5.094 0.5243 0.1921 -0.7644 -0.664
H 7.725 7.769 6.032 -0.3772 0.0359 0.6021 0.449
H 6.990 8.173 4.772 -0.1631 -0.0440 -0.0309 0.276
O 11.340 10.643 6.487 0.3643 0.5882 -0.0800 -0.720
H 10.925 10.434 7.324 -0.0531 -0.0951 -0.1606 0.407
H 11.390 9.805 6.028 -0.0426 -0.5465 -0.5372 0.360
O 8.867 5.518 6.278 0.0784 -1.0362 0.2079 -0.716
H 9.009 6.044 7.066 0.0032 0.3678 -0.1794 0.124
H 8.732 6.161 5.582 -0.0763 0.2726 -0.4099 0.393
O 10.274 9.898 8.849 -0.1439 0.2231 0.6911 -0.705
H 11.045 9.889 9.417 0.3944 0.0333 0.2042 0.244
H 9.806 10.696 9.093 -0.3336 0.3609 0.0086 0.293
O 12.117 6.008 10.534 -0.2552 -0.0415 0.0803 -0.571
H 12.148 6.965 10.503 -0.0113 0.2080 0.0008 0.280
H 13.030 5.736 10.443 0.2273 -0.1862 -0.0433 0.293
O 9.862 7.435 8.009 0.3339 -0.1408 -0.2489 -0.164
H 10.054 8.286 8.403 -0.0407 0.2564 -0.1145 0.141
H 9.778 6.839 8.754 0.0292 -0.4428 0.5464 0.455
O 8.966 5.911 10.274 0.0870 0.2272 0.0436 -0.585
H 9.182 5.504 11.113 0.3411 -0.1937 0.2318 0.265
H 8.075 6.242 10.389 -0.3814 0.0622 -0.1826 0.210
O 9.177 3.565 8.532 0.0674 -0.5121 0.2784 -0.698
H 9.120 3.938 7.652 -0.0831 0.1615 -0.5825 0.415
H 9.249 4.325 9.110 -0.0460 0.2062 0.1119 0.317


3.
39
Properties=species:S:1:pos:R:3:forces:R:3:mulliken_charge:R:1 method="wB97M-V/def2-TZVPD" e_tot_ev=-26285.1889 largest_force_ha_per_bohr=0.1489 spin_multiplicity=2 total_charge=+2
Hf -3.165 0.958 -3.191 4.9587 -2.9122 5.0562 1.589
C 0.231 0.808 0.393 1.6639 -1.6484 -0.3750 -0.722
C -1.022 1.421 -0.082 -1.2271 1.1153 0.6948 -0.474
O -1.519 0.845 -1.313 -2.9352 0.4369 -3.3141 -0.033
H 0.928 0.720 -0.440 0.4064 -0.0036 0.1485 0.235
H 0.117 -0.185 0.830 -0.4272 -0.2631 -0.3974 -0.007
H 0.767 1.284 1.214 -0.5182 0.9058 -0.1718 0.443
H -0.869 2.490 -0.232 -0.1538 0.1645 -0.1619 0.577
H -1.746 1.305 0.725 -0.6215 0.0378 -0.3319 0.106
O 0.501 3.831 -2.269 -0.6328 -0.1255 -0.0715 -0.647
H 0.385 3.026 -1.765 0.2556 -0.1924 0.0671 0.322
H 1.387 4.123 -2.055 0.3767 0.1952 -0.0755 0.340
O -3.846 2.101 2.485 0.2187 -0.4223 -0.3247 -0.618
H -4.656 2.609 2.528 -0.3060 0.1316 0.1889 0.321
H -3.202 2.706 2.117 0.1501 0.3152 0.1136 0.311
O 1.254 -2.411 2.589 0.0535 0.1205 -0.4168 -0.646
H 0.348 -2.110 2.668 -0.5968 0.1592 0.3029 0.343
H 1.385 -2.981 3.347 0.2708 -0.2230 0.1631 0.320
O 2.279 -2.028 0.057 -0.3835 0.2846 -1.1159 -0.569
H 1.707 -2.133 0.817 0.1079 -0.1813 1.0297 0.280
H 2.385 -2.914 -0.288 0.3498 -0.3330 -0.0380 0.312
O -1.265 -2.670 -0.689 -0.2240 0.0242 -0.6898 -0.722
H -0.459 -3.062 -1.024 0.3882 -0.4245 0.0156 0.342
H -1.011 -2.272 0.143 -0.0664 0.2855 0.5136 0.283
O 3.269 2.399 1.042 0.0454 0.1148 0.1742 -0.570
H 2.786 1.588 1.197 0.1835 -0.2948 -0.0182 0.333
H 2.641 2.972 0.601 -0.0126 0.2387 -0.1151 0.294
O 0.542 -0.751 -2.600 -0.4280 -0.1631 -0.5954 -0.601
H 0.134 0.003 -2.175 0.0441 0.1499 0.1628 0.221
H 0.826 -1.310 -1.877 0.5127 -0.1025 0.3524 0.328
O 3.726 0.078 -1.342 -0.2566 0.3349 -0.2969 -0.596
H 3.211 -0.654 -1.004 -0.0697 -0.3416 0.2326 0.318
H 4.561 0.018 -0.878 0.2617 0.0976 0.1114 0.324
O -1.472 -1.502 2.683 0.2151 0.0038 -0.5269 -0.635
H -2.271 -2.019 2.784 -0.2374 -0.3100 0.1448 0.301
H -1.702 -0.636 3.020 -0.0395 0.3279 0.2634 0.284
O -2.472 -1.502 -2.709 -2.4716 2.9533 -2.3525 -0.457
H -2.848 -2.238 -3.193 -0.3477 -0.3961 -0.4260 0.352
H -1.843 -1.905 -2.110 1.4931 -0.0599 2.0794 0.420